Molecular formula: C5H10
Method: DFT, ωB97M-V with the def2-TZVPD basis set

The geometry in XYZ format:
```
15
Properties=species:S:1:pos:R:3
C -1.335 -0.986 1.569
C -1.526 -1.191 0.270
C 0.600 0.204 -1.747
C 1.645 0.676 -1.152
C 0.401 1.505 -1.026
H -1.615 -0.050 2.046
H -0.888 -1.744 2.209
H 1.173 -0.042 1.581
H -1.244 -2.126 -0.207
H -1.966 -0.429 -0.370
H 0.134 -0.556 -2.354
H 2.689 0.605 -0.894
H 1.769 0.335 1.826
H -0.146 1.523 -0.076
H 0.313 2.435 -1.598
```

Properties
**LUMO**: 1.36 eV
**Energy relative to the best compared isomer or geometry (same formula, charge and spin)**: 4.7612 eV
**Frontier orbital gap**: 10.757 eV

Molecular formula: C20H27N2O3
Method: DFT, ωB97M-V with the def2-TZVPD basis set

The geometry in XYZ format:
```
52
Properties=species:S:1:pos:R:3
C -6.170 -1.773 -3.220
H -6.240 -1.454 -4.258
H -7.171 -1.800 -2.780
H -5.722 -2.770 -3.177
O -5.354 -0.814 -2.582
C -5.118 -0.935 -1.257
C -5.567 -1.972 -0.447
C -5.244 -1.970 0.900
C -4.481 -0.963 1.452
C -4.032 0.080 0.643
C -4.339 0.090 -0.706
H -4.050 0.879 -1.383
O -3.264 1.028 1.295
C -2.825 2.182 0.623
C -1.401 1.983 0.078
O -1.306 0.963 -0.894
H -2.077 0.377 -0.839
C -0.462 1.600 1.249
N 0.734 0.946 0.682
H 0.361 0.508 -0.191
C 1.315 -0.112 1.536
C 2.437 -0.829 0.782
N 3.440 0.143 0.433
C 4.773 -0.281 0.214
C 5.789 0.668 0.293
C 7.108 0.296 0.121
C 7.434 -1.029 -0.121
C 6.429 -1.976 -0.194
C 5.104 -1.608 -0.033
H 4.337 -2.364 -0.111
H 6.672 -3.010 -0.385
H 8.465 -1.319 -0.250
H 7.885 1.042 0.187
H 5.546 1.699 0.504
C 2.901 1.151 -0.449
H 3.687 1.849 -0.733
C 1.790 1.903 0.281
H 1.356 2.665 -0.366
H 2.190 2.370 1.184
H 2.490 0.707 -1.374
H 2.876 -1.578 1.442
H 2.011 -1.343 -0.099
H 0.534 -0.821 1.815
H 1.717 0.356 2.437
H -0.185 2.471 1.841
H -0.994 0.888 1.887
H -1.065 2.910 -0.400
H -2.804 2.982 1.369
H -3.505 2.478 -0.180
H -4.237 -0.950 2.501
H -5.598 -2.772 1.529
H -6.168 -2.771 -0.848
```

Properties
**LUMO**: -2.14 eV
**Energy relative to the best compared isomer or geometry (same formula, charge and spin)**: 0.1621 eV
**Charge**: +1
**Frontier orbital gap**: 8.841 eV

Molecular formula: C3H5ClS
Method: DFT, ωB97M-V with the def2-TZVPD basis set

The geometry in XYZ format:
```
10
Properties=species:S:1:pos:R:3
C 1.066 -0.265 0.378
C -0.270 -0.873 0.062
C -0.556 -2.015 -0.554
H 1.689 0.716 -1.779
H 1.881 -0.938 0.263
H 1.101 0.171 1.418
H -1.605 -2.259 -0.677
H 0.349 -2.289 -1.056
S 1.346 1.256 -0.543
Cl -1.552 0.201 0.659
```

Properties
**LUMO**: 0.74 eV
**Energy relative to the best compared isomer or geometry (same formula, charge and spin)**: 0.3244 eV
**Frontier orbital gap**: 10.088 eV

Molecular formula: FeH10O9P
Method: DFT, ωB97M-V with the def2-TZVPD basis set

The geometry in XYZ format:
```
21
Properties=species:S:1:pos:R:3
Fe 14.173 13.116 -21.306
P 16.130 14.192 -19.978
O 17.276 13.491 -19.097
O 16.163 13.658 -21.419
O 16.606 15.652 -19.911
O 14.624 13.956 -19.600
O 17.169 11.274 -21.066
H 16.887 12.186 -21.138
H 17.661 11.240 -20.245
O 14.406 12.458 -23.231
H 15.123 12.813 -23.757
H 13.778 12.128 -23.873
O 14.465 11.225 -20.625
H 15.223 10.685 -20.846
H 13.987 10.712 -19.973
O 12.187 12.603 -21.394
H 11.528 13.037 -21.935
H 11.750 11.818 -21.065
O 13.576 15.126 -22.108
H 12.866 15.750 -22.259
H 14.273 15.407 -22.701
```

Properties
**⟨S²⟩**: 8.771
**LUMO (alpha / beta)**: -1.48 / -1.84 eV
**Energy relative to the best compared isomer or geometry (same formula, charge and spin)**: 2.0135 eV
**Spin multiplicity**: 6
**Frontier orbital gap (alpha / beta)**: 5.475 / 4.328 eV

Molecular formula: C3HCoLiO4
Method: DFT, ωB97M-V with the def2-TZVPD basis set

The geometry in XYZ format:
```
10
Properties=species:S:1:pos:R:3
O 1.961 0.752 -0.042
C 1.645 -0.517 -0.327
O 0.318 -0.773 -0.096
O 2.471 -1.323 -0.015
Co 0.460 2.125 0.200
C -0.523 0.248 0.056
C -1.853 -0.052 0.111
O -2.992 -0.125 0.110
Li -5.182 -0.624 -0.024
H 2.900 0.582 0.410
```

Properties
**⟨S²⟩**: 6.013
**LUMO (alpha / beta)**: -14.47 / -16.01 eV
**Spin multiplicity**: 5
**Charge**: +3
**Frontier orbital gap (alpha / beta)**: 8.791 / 7.810 eV

Molecular formula: C20H30ClN3O5S
Method: DFT, ωB97M-V with the def2-TZVPD basis set

The geometry in XYZ format:
```
60
Properties=species:S:1:pos:R:3
C 7.026 0.195 1.945
C 7.180 -0.847 0.736
H 6.896 -1.740 1.074
H 8.097 -0.931 0.312
O 6.264 -0.642 -0.530
C 4.846 -0.697 -0.300
C 4.068 -1.307 0.849
C 2.760 -1.269 0.459
C 2.081 -0.814 -0.646
C 2.880 -0.317 -1.604
C 4.154 0.041 -1.476
Cl 5.017 0.637 -2.879
H 2.341 -0.126 -2.593
S 0.369 -0.821 -0.585
O -0.087 -0.905 -2.117
O -0.177 -1.999 0.356
N -0.131 0.356 0.108
C 0.199 1.666 -0.561
H 1.390 2.073 -0.471
C -0.678 2.949 -0.126
C -2.143 2.834 -0.835
O -2.900 3.940 -0.601
N -2.537 1.755 -1.106
H -2.038 0.858 -0.852
C -3.900 1.585 -1.806
H -4.331 2.400 -1.542
C -4.563 0.240 -0.614
N -3.769 -0.641 -0.525
C -4.249 -1.595 0.805
C -3.255 -2.843 0.869
O -3.432 -3.512 -0.389
C -3.099 -2.930 -1.618
C -3.898 -1.614 -1.646
H -5.004 -2.083 -1.847
H -3.613 -1.178 -2.542
H -1.971 -2.405 -1.385
H -3.178 -3.576 -2.507
H -2.239 -2.483 1.161
H -3.602 -3.366 1.673
H -5.346 -1.741 0.757
H -3.936 -1.007 1.735
H -4.764 0.955 0.618
H -5.705 0.195 -0.925
H -3.966 0.897 -2.564
C -0.769 3.111 1.213
C -0.902 1.667 1.932
C -0.023 0.518 1.536
H 1.052 0.712 1.862
H -0.373 -0.250 1.792
H -2.204 1.528 1.703
H -0.994 1.873 2.983
H 0.354 3.389 1.578
H -1.181 3.898 1.458
H -0.158 3.731 -0.576
H 0.275 1.446 -1.595
H 2.244 -1.648 1.578
H 4.624 -1.610 1.500
H 5.888 0.299 2.315
H 7.674 -0.007 2.683
H 7.436 1.152 1.773
```

Properties
**LUMO**: 0.06 eV
**Energy relative to the best compared isomer or geometry (same formula, charge and spin)**: 20.7297 eV
**Frontier orbital gap**: 8.258 eV

Molecular formula: C6H10O
Method: DFT, ωB97M-V with the def2-TZVPD basis set

The geometry in XYZ format:
```
17
Properties=species:S:1:pos:R:3
C 0.508 -1.713 0.804
C -0.033 -0.305 0.470
C -1.432 -0.171 -0.176
C -0.853 0.812 -1.231
C 0.569 0.445 -0.703
C 1.094 1.431 0.345
O 0.410 0.702 1.401
H 0.044 -1.989 1.746
H 0.262 -2.496 0.064
H 1.603 -1.770 0.947
H -1.708 -1.119 -0.648
H -2.240 0.170 0.471
H -1.131 1.856 -1.017
H -1.112 0.636 -2.282
H 1.134 -0.447 -0.967
H 0.706 2.461 0.275
H 2.178 1.496 0.502
```

Properties
**LUMO**: 1.07 eV
**Energy relative to the best compared isomer or geometry (same formula, charge and spin)**: 2.3393 eV
**Frontier orbital gap**: 10.335 eV

Molecular formula: C4H10N2OS
Method: DFT, ωB97M-V with the def2-TZVPD basis set

The geometry in XYZ format:
```
18
Properties=species:S:1:pos:R:3
C -0.735 0.521 2.639
C 0.223 0.223 0.450
C 2.285 1.223 -0.109
C 0.925 -1.343 -1.290
H -1.648 0.163 3.161
H -0.752 1.614 2.483
H 0.208 0.240 3.128
H 2.046 1.281 -1.211
H 2.719 2.237 0.052
H 3.161 0.539 -0.071
H 0.637 -2.257 -0.759
H 1.942 -1.111 -1.004
H 0.884 -1.376 -2.374
H -2.000 -1.454 -0.687
N 1.204 0.897 0.813
N -0.003 -0.294 -0.848
O -0.765 -0.112 1.327
S -1.604 -0.433 -1.452
```

Properties
**LUMO**: 0.83 eV
**Energy relative to the best compared isomer or geometry (same formula, charge and spin)**: 2.2718 eV
**Frontier orbital gap**: 9.990 eV

DFT total energy readings, ordered: -5342.505 -30294.217 -26548.647 -62266.329 -49111.629 -59271.637 -8428.901 -20171.651 eV